Below is a structure of composition C35H53AsN4OP2STa at a distorted geometry, with properties calculated with ωB97M-V with the def2-TZVPD basis set.

The geometry in ORCA input format:
```
! RIJCOSX wB97M-V def2-TZVPD def2/J DEFGRID3
* xyz 3 1
Ta -0.242 -0.548 0.314
C 0.714 -1.876 -3.306
C 1.643 -0.673 -3.257
C 3.076 -1.121 -2.985
P 1.064 0.567 -1.984
C 2.096 2.126 -2.317
C 1.303 3.382 -1.961
C 2.565 2.234 -3.765
C -0.603 1.091 -2.537
C -1.001 1.245 -3.861
C -2.280 1.686 -4.165
C -3.201 1.887 -3.148
C -2.827 1.715 -1.823
C -1.508 1.389 -1.498
N -1.042 1.306 -0.165
C -1.291 2.399 0.664
C -2.020 3.537 0.278
C -2.399 4.496 1.200
C -2.081 4.347 2.542
C -1.241 3.315 2.923
C -0.780 2.390 1.989
P 0.619 1.296 2.320
C 0.906 1.287 4.190
C 1.726 0.100 4.684
C 1.567 2.584 4.661
C 2.017 2.150 1.399
C 3.305 1.361 1.610
C 2.183 3.644 1.659
H 1.027 -2.542 -4.107
H 0.753 -2.439 -2.372
H -0.308 -1.558 -3.507
H 1.601 -0.158 -4.222
H 3.134 -1.707 -2.071
H 3.409 -1.753 -3.805
H 3.766 -0.284 -2.916
H 2.978 2.043 -1.670
H 0.537 3.570 -2.709
H 0.824 3.335 -0.987
H 1.981 4.232 -1.961
H 1.728 2.295 -4.458
H 3.128 3.163 -3.856
H 3.228 1.430 -4.067
H -0.310 1.032 -4.663
H -2.567 1.837 -5.194
H -4.216 2.166 -3.386
H -3.551 1.859 -1.035
H -2.307 3.678 -0.752
H -2.965 5.351 0.867
H -2.442 5.049 3.276
H -0.936 3.240 3.954
H -0.107 1.213 4.607
H 2.662 0.003 4.142
H 1.968 0.251 5.734
H 1.182 -0.836 4.606
H 2.635 2.568 4.461
H 1.138 3.478 4.220
H 1.446 2.661 5.741
H 1.710 2.021 0.352
H 3.679 1.489 2.621
H 3.130 0.297 1.426
H 4.083 1.710 0.933
H 2.727 3.839 2.576
H 2.753 4.086 0.844
H 1.220 4.150 1.705
O -1.985 -1.835 1.113
N -1.938 -2.838 1.989
C -2.975 -3.688 2.112
C -2.924 -4.721 3.012
C -1.791 -4.883 3.815
C -0.742 -4.003 3.677
C -0.818 -2.983 2.729
S 0.446 -1.866 2.428
H -3.827 -3.509 1.474
H -3.763 -5.393 3.100
H -1.737 -5.690 4.528
H 0.149 -4.079 4.279
C -2.230 -3.630 -1.610
As -2.399 -1.669 -1.622
C -3.036 -1.532 -3.504
C -4.181 -1.467 -0.809
H -3.191 -4.070 -1.883
H -1.946 -4.004 -0.625
H -1.490 -3.957 -2.341
H -3.621 -2.432 -3.709
H -2.252 -1.460 -4.253
H -3.689 -0.669 -3.615
H -4.914 -1.282 -1.594
H -4.224 -0.653 -0.088
H -4.457 -2.388 -0.299
N 2.990 -2.607 0.504
C 3.393 -3.845 0.823
C 2.374 -4.703 0.470
C 1.386 -3.883 -0.068
N 1.760 -2.601 -0.051
H 3.523 -1.757 0.626
H 4.345 -4.046 1.274
H 2.348 -5.764 0.587
H 0.430 -4.175 -0.460
*
```

Calculated values
Lowest unoccupied orbital energy in Eh: -0.378
Strongest force on any atom in eV/A: 2.7


Below is a cluster of 6 separate species, C35H53BrN2O6 in total, with properties calculated with ωB97M-V with the def2-TZVPD basis set.

The geometry in ORCA input format:
```
! RIJCOSX wB97M-V def2-TZVPD def2/J DEFGRID3
* xyz 0 1
C -0.434 -5.012 4.821
C -0.302 -4.623 3.693
C -0.324 -3.873 2.461
C -1.431 -4.052 1.591
N -1.567 -3.384 0.491
C -0.581 -2.489 0.207
C -0.694 -1.691 -0.957
C -1.910 -1.819 -1.833
C -1.634 -2.594 -3.090
O -1.465 -3.749 -3.197
Br -1.574 -1.484 -4.743
C 0.294 -0.798 -1.250
C 1.414 -0.661 -0.403
C 1.560 -1.413 0.727
C 2.755 -1.268 1.631
C 4.025 -0.711 0.979
C 4.547 -1.536 -0.187
C 5.840 -0.989 -0.829
C 5.626 -0.271 -2.163
C 4.522 0.797 -2.174
C 4.801 1.994 -3.114
C 3.653 2.253 -4.109
C 0.535 -2.343 1.058
N 0.664 -3.055 2.212
H -0.608 -5.398 5.795
H -2.195 -4.771 1.860
H -2.257 -0.825 -2.100
H -2.733 -2.308 -1.322
H 0.240 -0.179 -2.135
H 2.162 0.072 -0.663
H 2.509 -0.632 2.485
H 3.005 -2.234 2.069
H 4.803 -0.711 1.745
H 3.887 0.342 0.727
H 3.816 -1.658 -0.987
H 4.766 -2.540 0.184
H 6.516 -1.823 -1.026
H 6.358 -0.317 -0.141
H 5.434 -0.986 -2.965
H 6.560 0.229 -2.433
H 4.339 1.171 -1.168
H 3.590 0.323 -2.486
H 4.864 2.882 -2.487
H 5.736 1.841 -3.646
H 3.124 1.330 -4.346
H 2.924 2.934 -3.675
H 4.025 2.677 -5.039
C -6.216 -1.848 0.499
C -5.039 -0.966 0.840
C -5.073 -0.293 2.183
O -4.123 -0.810 0.063
H -6.081 -2.274 -0.493
H -6.300 -2.656 1.228
H -7.136 -1.261 0.521
H -5.119 -1.042 2.977
H -5.960 0.345 2.245
H -4.174 0.308 2.311
C 9.516 1.429 1.430
C 8.531 0.902 2.447
C 9.107 0.182 3.643
O 7.341 1.050 2.310
H 8.977 1.922 0.625
H 10.193 2.144 1.899
H 10.104 0.607 1.018
H 9.769 0.848 4.198
H 9.679 -0.688 3.316
H 8.300 -0.145 4.293
C -9.470 2.844 3.009
C -8.677 2.006 2.039
C -8.958 2.210 0.572
O -7.851 1.208 2.421
H -9.173 2.603 4.027
H -9.287 3.903 2.823
H -10.536 2.645 2.889
H -8.756 3.245 0.293
H -10.004 1.986 0.358
H -8.324 1.552 -0.018
C -4.383 2.621 -7.804
C -3.825 2.831 -6.415
C -3.651 1.599 -5.562
O -3.535 3.932 -6.012
H -4.460 3.578 -8.313
H -3.727 1.962 -8.374
H -5.373 2.165 -7.744
H -2.966 0.901 -6.045
H -4.613 1.105 -5.415
H -3.243 1.882 -4.594
C -0.880 2.067 4.381
C 0.060 0.885 4.308
C -0.475 -0.369 3.661
O 1.185 0.945 4.743
H -0.378 2.902 4.864
H -1.186 2.363 3.377
H -1.770 1.802 4.955
H -0.761 -0.163 2.627
H -1.350 -0.727 4.208
H 0.292 -1.138 3.675
*
```

Calculated values
Lowest unoccupied orbital energy in Eh: -0.014
SMILES: C#Cc1cnc2c(CC(=O)Br)ccc(CCCCCCCC)c2n1.CC(C)=O.CC(C)=O.CC(C)=O.CC(C)=O.CC(C)=O
Strongest force on any atom in eV/A: 0.9


Below is a cluster of 6 separate species, C35H53F17O11S6 in total, with properties calculated with ωB97M-V with the def2-TZVPD basis set.

The geometry in ORCA input format:
```
! RIJCOSX wB97M-V def2-TZVPD def2/J DEFGRID3
* xyz 0 1
C 3.369 -8.686 5.321
C 1.988 -8.014 5.306
S 1.975 -6.735 4.024
C 0.302 -6.824 3.385
C -0.818 -6.081 4.098
O -0.794 -6.095 5.523
C -2.033 -5.501 5.891
C -2.491 -4.609 4.699
C -1.278 -4.661 3.741
C -0.341 -3.447 3.724
F -0.926 -2.534 2.889
F 0.853 -3.784 3.141
C -0.005 -2.608 5.031
F -0.847 -2.951 6.030
F -0.234 -1.289 4.768
C 1.441 -2.637 5.642
F 1.927 -3.885 5.693
F 1.308 -2.202 6.924
C 2.437 -1.630 4.949
F 2.208 -1.521 3.626
F 2.178 -0.414 5.497
C 3.970 -1.841 5.211
F 4.566 -0.649 5.009
F 4.090 -2.157 6.524
C 4.823 -2.909 4.447
F 6.104 -2.659 4.821
F 4.493 -4.122 4.902
C 4.848 -2.999 2.884
F 3.684 -3.472 2.421
F 5.804 -3.925 2.625
C 5.239 -1.715 2.070
F 5.893 -2.082 0.969
F 6.024 -0.905 2.778
F 4.145 -1.048 1.703
H 3.658 -8.978 6.329
H 3.371 -9.551 4.657
H 4.117 -8.000 4.917
H 1.821 -7.515 6.262
H 1.185 -8.732 5.150
H 0.015 -7.874 3.302
H 0.358 -6.436 2.365
H -1.716 -6.659 3.817
H -2.805 -6.251 6.100
H -1.916 -4.923 6.805
H -3.343 -5.042 4.175
H -2.754 -3.597 4.996
H -1.636 -4.716 2.709
O -2.447 -0.304 0.100
S -2.077 0.917 0.774
O -3.092 1.770 1.349
C -0.832 0.529 2.001
C 0.487 0.662 1.244
C 0.357 1.929 0.387
C -1.006 1.872 -0.305
H -1.022 -0.465 2.395
H -0.917 1.272 2.794
H 1.332 0.716 1.928
H 0.631 -0.209 0.600
H 0.406 2.810 1.032
H 1.142 2.009 -0.362
H -1.439 2.856 -0.444
H -0.951 1.354 -1.261
O -4.060 -5.312 0.299
S -2.951 -4.551 -0.224
O -2.003 -3.938 0.676
C -2.086 -5.555 -1.430
C -2.778 -5.227 -2.750
C -2.973 -3.703 -2.746
C -3.551 -3.319 -1.378
H -2.155 -6.599 -1.134
H -1.045 -5.232 -1.435
H -2.182 -5.558 -3.600
H -3.745 -5.730 -2.800
H -2.009 -3.214 -2.890
H -3.630 -3.374 -3.549
H -3.213 -2.344 -1.031
H -4.638 -3.357 -1.369
O -2.780 3.485 -3.865
S -2.658 4.578 -2.930
O -1.353 5.075 -2.559
C -3.696 5.926 -3.479
C -5.045 5.644 -2.825
C -4.737 5.213 -1.383
C -3.604 4.182 -1.449
H -3.721 5.934 -4.562
H -3.256 6.851 -3.112
H -5.688 6.521 -2.858
H -5.552 4.833 -3.353
H -4.414 6.080 -0.805
H -5.611 4.795 -0.887
H -2.947 4.235 -0.588
H -3.981 3.167 -1.563
O 2.994 1.174 -4.448
S 3.074 1.958 -3.243
O 2.145 1.735 -2.161
C 4.751 1.894 -2.621
C 5.446 3.066 -3.308
C 4.455 4.238 -3.245
C 3.083 3.703 -3.677
H 5.176 0.921 -2.856
H 4.705 2.033 -1.541
H 6.390 3.306 -2.822
H 5.658 2.812 -4.349
H 4.399 4.613 -2.222
H 4.766 5.065 -3.880
H 2.255 4.187 -3.166
H 2.938 3.764 -4.753
O -3.096 8.122 -5.499
S -1.902 8.830 -5.893
O -1.045 9.419 -4.897
C -0.950 7.776 -6.981
C -1.484 8.096 -8.373
C -1.637 9.623 -8.426
C -2.341 10.057 -7.134
H -1.086 6.741 -6.676
H 0.096 8.063 -6.875
H -0.815 7.728 -9.148
H -2.457 7.619 -8.515
H -0.650 10.086 -8.482
H -2.199 9.942 -9.301
H -2.017 11.031 -6.778
H -3.424 10.041 -7.233
*
```

Calculated values
Lowest unoccupied orbital energy in Eh: 0.016
SMILES: CCSC[C@H]1OCC[C@H]1C(F)(F)C(F)(F)C(F)(F)C(F)(F)C(F)(F)C(F)(F)C(F)(F)C(F)(F)F.O=S1(=O)CCCC1.O=S1(=O)CCCC1.O=S1(=O)CCCC1.O=S1(=O)CCCC1.O=S1(=O)CCCC1
Strongest force on any atom in eV/A: 0.8